1.
C9H14N2O2 | wB97M-V/def2-TZVPD

Atoms and positions in Å:
1 O -0.809078 -4.343772 3.025037
2 C -0.791755 -3.480273 2.193779
3 C -1.896953 -2.717358 1.770933
4 C -1.772160 -1.526074 1.127718
5 N -0.519124 -1.126860 0.681911
6 C 0.645640 -1.914334 0.803388
7 O 1.749965 -1.600626 0.385415
8 N 0.402987 -3.134060 1.437114
9 H -2.928504 -3.142626 1.991543
10 H -2.549579 -0.888535 0.840926
11 H -0.561702 -0.390164 0.100263
12 H 1.198757 -3.812504 1.490301
13 C -0.102955 3.216936 -3.040133
14 C 0.002156 2.386892 -1.733383
15 C 0.844428 3.329400 -0.756820
16 C 1.017022 4.605667 -1.603020
17 C 0.863995 4.364332 -3.100830
18 H 0.165732 2.704525 -3.959080
19 H -1.103082 3.494669 -3.199166
20 H 0.574954 1.369925 -1.953513
21 H -1.102764 2.180480 -1.457280
22 H 1.981647 3.006740 -0.575522
23 H 0.312666 3.554880 0.175134
24 H 1.983740 5.033296 -1.393516
25 H 0.047376 5.105371 -1.028479
26 H 1.968545 4.221967 -3.528874
27 H 0.441571 5.352465 -3.589328

Forces on atoms 1 to 2 (eV/Å):
O 0.3743 -0.5451 0.1051
C 1.9912 0.0563 -1.0655

Properties
Lowest unoccupied orbital energy   0.4 eV
Kohn-Sham gap   9.94 eV
Relative energy (zero: lowest compared OMol25 entry of this formula, charge and spin)   2.293 eV
Total charge   0
SMILES   O=c1cc[nH]c(=O)[nH]1.C1CCCC1
Highest occupied orbital energy   -0.35011 Ha
Multiplicity   1


2.
C24H51BrFN8O4P2 | wB97M-V/def2-TZVPD

Atoms and positions in Å:
1 C 1.422710 -1.414764 3.048314
2 C 0.325988 -1.501324 1.957345
3 C 0.889321 -2.314341 0.789338
4 C -0.950836 -2.104310 2.542146
5 C -2.132566 -2.256394 1.551808
6 C -2.935888 -1.000231 1.465773
7 C -2.474305 0.111728 0.783827
8 C -3.243133 1.246824 0.758253
9 C -4.467696 1.303462 1.446324
10 C -5.260438 2.591051 1.452934
11 O -6.138327 2.794472 0.683250
12 N -4.883834 3.548690 2.496221
13 C -3.552011 3.964073 2.310045
14 O -3.151166 4.595272 1.396080
15 F -2.725393 3.536389 3.281554
16 C -4.900166 0.184352 2.094071
17 Br -6.505095 0.154892 3.040063
18 N -4.135231 -0.929401 2.068919
19 H 1.035167 -1.589783 4.051446
20 H 1.967551 -0.478764 2.969064
21 H 2.159977 -2.192248 2.852856
22 H 0.133590 -0.467670 1.654811
23 H 1.288970 -3.256260 1.160856
24 H 0.181594 -2.471812 -0.024928
25 H 1.728491 -1.753074 0.377077
26 H -0.711131 -3.120010 2.867775
27 H -1.269534 -1.559966 3.433781
28 H -2.790306 -3.017886 1.977695
29 H -1.802386 -2.534233 0.555502
30 H -1.521574 0.127798 0.280141
31 H -2.948415 2.149829 0.238459
32 H -4.860395 3.001022 3.359718
33 H -4.474877 -1.757568 2.546208
34 O 4.616170 -1.073753 2.160291
35 P 5.772145 -0.215490 2.564259
36 N 6.124217 0.585165 1.086808
37 C 7.422339 1.021093 0.621492
38 C 5.033480 1.367958 0.519497
39 N 6.923855 -1.461820 2.959155
40 C 8.057106 -1.750804 2.095480
41 C 6.301710 -2.730012 3.338169
42 N 6.474181 0.871062 3.631967
43 C 5.811367 2.168062 3.768297
44 C 7.784574 0.808037 4.253222
45 H 7.795397 1.931334 1.116881
46 H 7.368787 1.238108 -0.446481
47 H 8.179891 0.251572 0.712468
48 H 4.857369 2.307147 1.061961
49 H 4.106096 0.792933 0.531775
50 H 5.237604 1.619861 -0.521819
51 H 7.758251 -2.015903 1.072365
52 H 8.626104 -2.584562 2.511039
53 H 8.765838 -0.923253 2.061062
54 H 5.972266 -3.308982 2.467164
55 H 5.438625 -2.571169 3.980378
56 H 7.023101 -3.333087 3.894037
57 H 6.234565 2.915657 3.087285
58 H 5.897351 2.546559 4.787212
59 H 4.744591 2.080799 3.553245
60 H 8.575527 1.090500 3.552016
61 H 7.995576 -0.174073 4.662976
62 H 7.826512 1.503425 5.094220
63 O -2.949200 -0.233249 -2.676170
64 P -3.606176 0.373195 -3.902698
65 N -5.188959 -0.168302 -3.378037
66 C -6.282774 -0.677970 -4.173499
67 C -5.644180 0.440274 -2.138474
68 N -2.891862 -0.639176 -5.112816
69 C -3.590599 -1.804983 -5.629194
70 C -1.513893 -1.025597 -4.807123
71 N -4.258489 1.433767 -5.044168
72 C -4.924646 2.627574 -4.522990
73 C -4.470395 1.213726 -6.462812
74 H -6.836399 0.093765 -4.732472
75 H -7.003388 -1.174324 -3.520566
76 H -5.967718 -1.443253 -4.875606
77 H -5.971179 1.479776 -2.280368
78 H -4.837879 0.444797 -1.401975
79 H -6.478096 -0.114753 -1.700923
80 H -3.864728 -2.519990 -4.842035
81 H -2.951063 -2.317741 -6.349441
82 H -4.481212 -1.532868 -6.194349
83 H -1.464496 -1.847334 -4.083140
84 H -0.947924 -0.188227 -4.403156
85 H -1.016965 -1.349416 -5.723305
86 H -6.001414 2.467791 -4.398639
87 H -4.779589 3.478596 -5.188376
88 H -4.510035 2.911659 -3.554619
89 H -5.349259 0.587933 -6.638459
90 H -3.603115 0.769666 -6.942338
91 H -4.637613 2.168489 -6.965400

Forces on atoms 1 to 2 (eV/Å):
C -0.0641 -0.4088 -0.4338
C 0.2655 0.0847 0.5056

Properties
Lowest unoccupied orbital energy   -4.2 eV
Kohn-Sham gap   5.53 eV
Total charge   +1
Highest occupied orbital energy   -0.35899 Ha
Multiplicity   1


3.
C16H31CdNP2S | wB97M-V/def2-TZVPD

Atoms and positions in Å:
1 P -1.788932 2.758610 -0.469815
2 P -0.819528 -0.169651 3.233533
3 C -1.877992 0.876827 0.193079
4 C -2.047531 0.700781 1.680114
5 H -1.100179 0.270223 -0.303935
6 H -2.851625 0.649303 -0.277042
7 H -2.174736 1.678192 2.178259
8 H -2.921400 0.039961 1.853329
9 C 0.660968 -1.277237 3.172620
10 H 0.827887 -1.619908 4.206759
11 H 1.540442 -0.705759 2.848906
12 H 0.606364 -2.167424 2.532648
13 C -1.961120 -1.132919 4.299967
14 H -1.632747 -2.190952 4.423757
15 H -2.951731 -1.144819 3.802314
16 H -2.006815 -0.612512 5.282845
17 C -0.283325 3.159522 -1.500291
18 H -0.371611 4.243594 -1.618101
19 H -0.199137 2.752894 -2.511239
20 H 0.649895 2.941859 -0.990039
21 C -2.806349 2.524323 -1.975272
22 H -3.667541 1.884425 -1.765650
23 H -2.270059 2.156335 -2.859249
24 H -3.151512 3.544444 -2.193065
25 Cd 1.656921 0.202031 -1.094176
26 C 0.545786 -1.767889 -0.395899
27 C 1.928813 -1.883535 -0.284960
28 C 2.874719 -2.278024 -1.412385
29 C 2.629933 -1.804886 -2.880555
30 C 1.924033 -0.475455 -3.151904
31 C 0.547927 -0.248746 -2.924624
32 C -0.526820 -1.306511 -2.644749
33 C -0.165062 -2.358982 -1.595670
34 C 1.898840 1.432454 0.699913
35 H -0.088409 -1.639454 0.502971
36 H 2.378919 -1.890883 0.725008
37 H 2.908201 -3.373063 -1.485826
38 H 3.873835 -2.009812 -1.027701
39 H 3.634385 -1.768861 -3.341644
40 H 2.060563 -2.629723 -3.340129
41 H 2.387398 0.208078 -3.876721
42 H 0.079985 0.701820 -3.253192
43 H -0.845351 -1.840651 -3.555681
44 H -1.433867 -0.766959 -2.315311
45 H -1.102629 -2.865076 -1.295926
46 H 0.506095 -3.122297 -2.017393
47 H 1.251077 1.471542 1.595101
48 H 2.028394 2.456505 0.304683
49 H 2.903031 1.044691 0.943304
50 S 0.294177 1.120859 4.651866
51 C -0.492852 2.603573 4.574453
52 N -1.059726 3.629141 4.652715

Forces on atoms 1 to 2 (eV/Å):
P 0.3673 -1.3362 0.2154
P -0.4556 0.8531 -1.0092

Properties
Lowest unoccupied orbital energy (alpha / beta)   0.3 / -0.2 eV
Kohn-Sham gap (alpha / beta)   6.06 / 5.18 eV
Relative energy (zero: lowest compared OMol25 entry of this formula, charge and spin)   0.171 eV
Total charge   0
Highest occupied orbital energy (alpha / beta)   -0.21177 / -0.19847 Ha
Multiplicity   1


4.
C5H8N2 | wB97M-V/def2-TZVPD

Atoms and positions in Å:
1 C -0.141453 0.747486 -1.654521
2 N -0.267452 0.256491 -0.356245
3 C -1.450052 0.373409 0.345383
4 C -1.297073 -0.406910 1.482066
5 C 0.046849 -0.937075 1.485686
6 C 0.679860 -0.462402 0.364873
7 N 1.939205 -0.725869 -0.205995
8 H 0.818331 0.518653 -2.131245
9 H -0.999098 0.638045 -2.301836
10 H -0.763028 2.112946 -1.340443
11 H -2.016967 1.391130 -0.316011
12 H -2.014840 -0.501528 2.282545
13 H 0.513623 -1.520900 2.273486
14 H 2.581168 0.060459 -0.137481
15 H 2.370926 -1.543936 0.209738

Forces on atoms 1 to 2 (eV/Å):
C -2.0520 4.1208 0.4415
N 0.6246 -1.1784 0.8047

Properties
Lowest unoccupied orbital energy   0.8 eV
Kohn-Sham gap   8.69 eV
Relative energy (zero: lowest compared OMol25 entry of this formula, charge and spin)   3.762 eV
Total charge   0
Highest occupied orbital energy   -0.29063 Ha
Multiplicity   1


5.
C20H29FN2 | wB97M-V/def2-TZVPD

Atoms and positions in Å:
1 F 6.435237 -0.233120 1.549813
2 C 5.122226 0.043881 1.711936
3 C 4.676209 0.483027 2.943596
4 C 3.326925 0.758786 3.089478
5 C 2.459103 0.598755 2.025098
6 C 2.919453 0.152983 0.791193
7 C 1.973750 0.002723 -0.369465
8 N 0.674852 -0.491724 0.054280
9 C 0.774284 -1.840987 0.608714
10 C 0.360525 -2.915587 -0.398675
11 N -1.005076 -2.751089 -0.867061
12 C -2.017094 -3.529284 -0.180799
13 C -2.501573 -2.689322 1.014735
14 C -2.260358 -1.243241 0.560344
15 C -1.481427 -1.370139 -0.775232
16 C -0.330452 -0.386860 -1.007106
17 C -0.769240 1.086173 -1.193115
18 C -1.153912 1.808008 0.097263
19 C -1.347931 3.296169 -0.183213
20 C -2.437266 3.500685 -1.232349
21 C -2.101536 2.740437 -2.512266
22 C -1.894452 1.256567 -2.214678
23 C 4.269869 -0.128712 0.637533
24 H 5.372274 0.600904 3.758573
25 H 2.953932 1.102751 4.042333
26 H 1.407670 0.807667 2.141073
27 H 1.836385 0.992625 -0.813487
28 H 2.431566 -0.642582 -1.141001
29 H 0.139987 -1.905743 1.496940
30 H 1.802580 -2.016856 0.932182
31 H 1.023587 -2.858039 -1.271922
32 H 0.481617 -3.907623 0.040353
33 H -1.631731 -4.506472 0.108727
34 H -2.843238 -3.679124 -0.884255
35 H -3.548558 -2.883624 1.240390
36 H -1.916092 -2.926224 1.903822
37 H -3.202890 -0.721731 0.397287
38 H -1.682843 -0.686411 1.293332
39 H -2.191879 -1.252802 -1.601825
40 H 0.110486 -0.695605 -1.976630
41 H 0.100183 1.613653 -1.604034
42 H -2.085053 1.401979 0.489931
43 H -0.371932 1.662596 0.842440
44 H -1.619608 3.815511 0.738351
45 H -0.410548 3.726776 -0.543789
46 H -2.550700 4.564655 -1.451038
47 H -3.389124 3.137602 -0.837730
48 H -2.907717 2.863051 -3.238812
49 H -1.191112 3.154540 -2.952121
50 H -2.824902 0.846314 -1.819233
51 H -1.649765 0.722768 -3.135890
52 H 4.665308 -0.478686 -0.303992

Forces on atoms 1 to 2 (eV/Å):
F -0.1144 0.0209 0.0168
C -0.0753 0.0510 0.0651

Properties
Lowest unoccupied orbital energy   0.8 eV
Kohn-Sham gap   9.03 eV
Relative energy (zero: lowest compared OMol25 entry of this formula, charge and spin)   0.000 eV
Total charge   0
SMILES   Fc1cccc(CN2CCN3CCC[C@H]3[C@H]2C2CCCCC2)c1
Highest occupied orbital energy   -0.30084 Ha
Multiplicity   1